This record from the Open Molecules 2025 dataset describes a single CH2F3N3 molecule in a non-equilibrium geometry. The level of theory is ωB97M-V/def2-TZVPD.

```
9
Properties=species:S:1:pos:R:3:mulliken_charge:R:1
F 0.1401 -2.0510 0.5501 -0.175
N 0.4688 1.4162 -0.2026 -0.485
N -1.4453 -0.1148 0.2746 -0.275
N 0.8196 -0.8911 -0.0026 0.185
H 1.3605 1.8671 -0.3722 0.262
C 0.1730 0.2617 -0.0630 0.519
H -1.6815 0.9288 0.4759 0.307
F 2.1163 -0.9900 0.3740 -0.143
F -1.9513 -0.4267 -1.0343 -0.195
```

## Properties
* energy relative to the best compared isomer or geometry (same formula, charge and spin): 199.1 kcal/mol
* gap between HOMO and LUMO: 0.3919 Ha
* highest occupied orbital energy: -10.3 eV
* SMILES: [H]/N=C(/NF)N(F)F
* LUMO level: 0.329 eV

This record from the Open Molecules 2025 dataset describes 2 unconnected molecules or ions with the total composition CH2F3NO2S in a non-equilibrium geometry. The level of theory is ωB97M-V/def2-TZVPD.

```
10
Properties=species:S:1:pos:R:3:mulliken_charge:R:1
N -1.3969 0.8942 0.8543 -0.222
H -2.1865 2.1745 -0.4399 0.356
O -1.8340 2.0839 0.4430 -0.334
S 1.3976 0.2765 -0.7745 0.329
F 2.1383 -2.2349 -0.1484 -0.225
C 1.0503 -1.3916 -0.0813 0.680
O 1.0756 0.4105 -2.2027 -0.394
H -1.0504 0.9240 1.8461 0.223
F 0.7817 -1.2490 1.2310 -0.220
F 0.0242 -1.8882 -0.7276 -0.194
```

## Properties
* energy relative to the best compared isomer or geometry (same formula, charge and spin): 91.8 kcal/mol
* gap between HOMO and LUMO (alpha / beta): 0.3633 / 0.2866 Ha
* highest occupied orbital energy (alpha / beta): -9.7 / -9.4 eV
* LUMO level (alpha / beta): 0.227 / -1.582 eV

This record from the Open Molecules 2025 dataset describes 2 unconnected molecules or ions with the total composition CH2F3P in a non-equilibrium geometry. The level of theory is ωB97M-V/def2-TZVPD.

```
7
Properties=species:S:1:pos:R:3:mulliken_charge:R:1
F -1.6278 -2.7826 0.3119 -0.353
F -0.2156 2.1619 0.7028 -0.182
P -1.6926 0.2965 -0.6749 0.156
H 0.0513 1.8242 -1.4070 0.277
H -2.0673 -2.0434 0.0814 0.351
F -2.4088 0.0897 0.7421 -0.243
C -0.4955 1.4927 -0.4399 -0.005
```

## Properties
* energy relative to the best compared isomer or geometry (same formula, charge and spin): 49.7 kcal/mol
* gap between HOMO and LUMO: 0.3612 Ha
* highest occupied orbital energy: -10.0 eV
* SMILES: F/C=P\F.F
* LUMO level: -0.169 eV

This record from the Open Molecules 2025 dataset describes a gas-phase ion, CH2FN2O2 (charge -1) in a non-equilibrium geometry. The level of theory is ωB97M-V/def2-TZVPD.

```
8
Properties=species:S:1:pos:R:3:mulliken_charge:R:1
H 0.8994 1.1396 0.8837 0.297
N -0.3932 -0.4506 0.1150 -0.137
C -1.6554 0.3176 -0.1205 0.604
F 1.7803 0.4058 -0.7294 -0.309
H -0.3797 -1.3958 -0.2314 0.214
O -2.5915 -0.4381 -0.3753 -0.708
N 1.0510 0.1084 0.5770 -0.283
O -1.4508 1.4921 0.0087 -0.678
```

## Properties
* total charge: -1
* energy relative to the best compared isomer or geometry (same formula, charge and spin): 56.3 kcal/mol
* gap between HOMO and LUMO: 0.3419 Ha
* highest occupied orbital energy: -4.7 eV
* SMILES: O=C([O-])NNF
* LUMO level: 4.560 eV

This record from the Open Molecules 2025 dataset describes a molecular structure, CH2FNO3 in a non-equilibrium geometry. The level of theory is ωB97M-V/def2-TZVPD.

```
8
Properties=species:S:1:pos:R:3:mulliken_charge:R:1
O 2.1277 -0.7392 -0.7310 -0.306
O -1.9010 -0.4325 -0.5061 -0.495
H 0.2969 1.4414 0.6684 0.354
H 1.0775 -0.6998 -0.0747 0.437
N -1.2736 0.1230 0.2965 0.701
F 1.5527 -0.8758 -1.9881 -0.124
O -1.6566 0.6110 1.5188 -0.359
C -0.2235 0.5719 0.8160 -0.208
```

## Properties
* energy relative to the best compared isomer or geometry (same formula, charge and spin): 113.9 kcal/mol
* gap between HOMO and LUMO: 0.3484 Ha
* highest occupied orbital energy: -10.4 eV
* LUMO level: -0.947 eV

This record from the Open Molecules 2025 dataset describes 2 unconnected molecules or ions with the total composition CH2FNO3 in a non-equilibrium geometry. The level of theory is ωB97M-V/def2-TZVPD.

```
8
Properties=species:S:1:pos:R:3:mulliken_charge:R:1
O -1.7549 0.3853 0.3575 -0.189
O 1.2779 -0.6395 -1.7393 -0.280
N 1.3787 -0.6724 -0.5750 0.235
C 1.3782 0.2863 0.2606 0.233
H 0.3726 0.9934 0.0493 0.242
O 1.7879 0.0741 1.3879 -0.423
H -1.5879 -0.3515 0.7931 0.329
F -2.8524 -0.0757 -0.5341 -0.147
```

## Properties
* energy relative to the best compared isomer or geometry (same formula, charge and spin): 53.5 kcal/mol
* gap between HOMO and LUMO (alpha / beta): 0.3041 / 0.3023 Ha
* highest occupied orbital energy (alpha / beta): -10.3 / -10.1 eV
* SMILES: O=CN=O.OF
* LUMO level (alpha / beta): -2.021 / -1.883 eV

This record from the Open Molecules 2025 dataset describes 2 unconnected molecules or ions with the total composition CH2FNOS in a non-equilibrium geometry. The level of theory is ωB97M-V/def2-TZVPD.

```
7
Properties=species:S:1:pos:R:3:mulliken_charge:R:1
O 0.0180 1.7882 0.1797 -0.291
F 1.0033 0.8660 2.0404 -0.239
C 0.4955 0.8700 0.6855 0.408
H 1.1538 -0.9752 -0.4447 0.285
N 0.1346 -1.0133 -0.3008 -0.359
S -0.8223 -0.6651 -1.4917 0.012
H -1.9829 -0.8707 -0.6685 0.185
```

## Properties
* energy relative to the best compared isomer or geometry (same formula, charge and spin): 77.5 kcal/mol
* gap between HOMO and LUMO (alpha / beta): 0.2971 / 0.2936 Ha
* highest occupied orbital energy (alpha / beta): -9.0 / -9.0 eV
* LUMO level (alpha / beta): -0.962 / -0.963 eV

This record from the Open Molecules 2025 dataset describes a gas-phase ion, CH2FO3S2 (charge -1) in a non-equilibrium geometry. The level of theory is ωB97M-V/def2-TZVPD.

```
9
Properties=species:S:1:pos:R:3:mulliken_charge:R:1
C 0.3263 -1.3337 0.7467 -0.172
S 1.5779 -1.4246 -0.6375 -0.257
H -0.1523 -2.1898 1.0578 0.304
O 1.7715 1.3717 -0.0500 -0.600
O 2.7830 -0.2331 1.4815 -0.674
F -0.7611 -0.6426 0.4131 -0.268
S 2.6654 0.2055 0.1051 1.074
H 0.9843 -0.9038 1.4013 0.218
O 3.8669 0.1887 -0.6900 -0.625
```

## Properties
* total charge: -1
* energy relative to the best compared isomer or geometry (same formula, charge and spin): 4.3 kcal/mol
* gap between HOMO and LUMO: 0.3159 Ha
* highest occupied orbital energy: -5.0 eV
* SMILES: O=S(=O)([O-])SCF
* LUMO level: 3.552 eV

This record from the Open Molecules 2025 dataset describes 2 unconnected molecules or ions with the total composition CH2FO4S in a non-equilibrium geometry. The level of theory is ωB97M-V/def2-TZVPD.

```
9
Properties=species:S:1:pos:R:3:mulliken_charge:R:1
O -0.7039 -1.3990 0.1125 -0.167
O -1.6358 1.3588 -0.2862 -0.600
S -0.2560 1.2674 0.1319 1.112
O 0.7114 1.9320 -0.7321 -0.622
F -0.2067 -2.9885 0.5266 -0.402
O -0.0001 1.4153 1.5450 -0.596
C 0.3421 -0.5810 -0.3223 -0.314
H 0.6435 -0.4848 -1.3663 0.310
H 1.1055 -0.5203 0.3909 0.279
```

## Properties
* total charge: -1
* energy relative to the best compared isomer or geometry (same formula, charge and spin): 103.0 kcal/mol
* gap between HOMO and LUMO (alpha / beta): 0.3025 / 0.3027 Ha
* highest occupied orbital energy (alpha / beta): -6.1 / -6.1 eV
* LUMO level (alpha / beta): 2.169 / 2.174 eV

This record from the Open Molecules 2025 dataset describes a single CH2FOPS molecule in a non-equilibrium geometry. The level of theory is ωB97M-V/def2-TZVPD.

```
7
Properties=species:S:1:pos:R:3:mulliken_charge:R:1
C 0.4355 1.3666 -0.5979 -0.421
S -0.6502 -1.3215 0.1433 0.552
P 0.7900 0.4201 0.6839 0.125
H -0.1666 1.0459 -1.3534 0.304
H 1.2348 2.0906 -0.9288 0.255
O 0.2108 -2.5476 0.5642 -0.464
F -1.8544 -1.0540 1.4887 -0.352
```

## Properties
* energy relative to the best compared isomer or geometry (same formula, charge and spin): 67.0 kcal/mol
* gap between HOMO and LUMO: 0.3237 Ha
* highest occupied orbital energy: -9.8 eV
* SMILES: C=P#S(=O)F
* LUMO level: -1.022 eV

This record from the Open Molecules 2025 dataset describes 2 unconnected molecules or ions with the total composition CH2FOPS in a non-equilibrium geometry. The level of theory is ωB97M-V/def2-TZVPD.

```
7
Properties=species:S:1:pos:R:3:mulliken_charge:R:1
H -1.1531 -0.1465 -0.8731 0.229
O 1.1133 -0.2663 1.4628 -0.393
C -1.2395 -0.6465 0.0937 -0.482
P 0.0902 -1.2598 0.9937 0.325
F 1.5824 1.4092 -1.5651 -0.197
H -2.1720 -1.1293 -0.0495 0.311
S 1.7786 2.0391 -0.0625 0.207
```

## Properties
* energy relative to the best compared isomer or geometry (same formula, charge and spin): 133.0 kcal/mol
* gap between HOMO and LUMO (alpha / beta): 0.1712 / 0.1690 Ha
* highest occupied orbital energy (alpha / beta): -8.4 / -8.4 eV
* LUMO level (alpha / beta): -3.783 / -3.791 eV

This record from the Open Molecules 2025 dataset describes a molecular structure, CH2FOTl in a non-equilibrium geometry. The level of theory is ωB97M-V/def2-TZVPD.

```
6
Properties=species:S:1:pos:R:3:mulliken_charge:R:1
F 2.5345 0.2691 -0.0267 -0.576
O 0.7653 -0.4756 -0.2182 -0.237
H -1.4092 -1.0559 0.7933 0.293
C -1.0627 -0.3293 0.0350 -0.434
H -1.8497 -0.1339 -0.7169 0.331
Tl 1.0218 1.7256 0.1335 0.625
```

## Properties
* energy relative to the best compared isomer or geometry (same formula, charge and spin): 0.0 kcal/mol
* gap between HOMO and LUMO (alpha / beta): 0.3165 / 0.2698 Ha
* highest occupied orbital energy (alpha / beta): -10.1 / -9.5 eV
* LUMO level (alpha / beta): -1.451 / -2.199 eV